{
  "formula": "C6H11NO2",
  "method": "ωB97M-V/def2-TZVPD",
  "elements": ["C", "C", "C", "N", "C", "O", "H", "H", "H", "H", "H", "H", "H", "H", "H", "C", "C", "O", "H", "H"],
  "xyz": [[-0.1029, 2.1904, 0.4319], [0.4333, 0.9597, 0.5112], [1.5192, 0.7336, 1.5261], [-0.4558, -0.2656, 0.2213], [-0.4587, -1.3421, 1.2089], [-1.8091, 0.1185, 0.0428], [0.3463, 3.0262, 0.9416], [-0.8561, 2.4876, -0.2779], [2.2285, -0.0221, 1.1969], [2.0456, 1.6611, 1.7416], [1.1335, 0.4721, 2.5124], [-0.8243, -0.9888, 2.1769], [0.5494, -1.7134, 1.3736], [-1.1534, -2.1128, 0.8817], [-1.7202, 0.7933, -0.6648], [-0.3977, -1.5691, -2.9839], [0.0182, -0.7703, -2.0324], [0.5423, 0.3344, -1.9192], [-0.0675, -1.5204, -4.0066], [-0.9705, -2.4723, -2.8822]],
  "nbo_charge": [-0.420, 0.192, -0.667, -0.173, -0.422, -0.569, 0.208, 0.193, 0.222, 0.230, 0.221, 0.181, 0.214, 0.222, 0.473, -0.735, 0.669, -0.529, 0.260, 0.231],
  "multiplicity": 1,
  "max_force_ev_per_a": 7.0,
  "smiles": "C=C(C)N(C)O.C=C=O",
  "gap_ev": [8.6, 8.6],
  "e_above_lowest_kj_mol": 637.8
}

***

{
  "formula": "C3H9IN3",
  "method": "ωB97M-V/def2-TZVPD",
  "elements": ["C", "N", "C", "N", "I", "N", "C", "H", "H", "H", "H", "H", "H", "H", "H", "H"],
  "xyz": [[1.1646, 0.1074, 1.9665], [1.1990, -0.3155, 0.6106], [0.2177, -0.3918, -0.2610], [0.4997, -0.9677, -1.4678], [2.3554, -0.9039, -2.4025], [-1.0055, 0.0852, -0.0286], [-1.9917, 0.5842, -0.9711], [1.3673, -0.7527, 2.6795], [1.9600, 0.8080, 2.2484], [0.1243, 0.5427, 2.1134], [2.1268, -0.5650, 0.2642], [-0.2386, -0.9012, -2.0858], [-1.0098, 0.5388, 0.9726], [-1.5241, 0.5499, -1.9958], [-2.3225, 1.6323, -0.6343], [-2.9226, -0.0506, -1.0082]],
  "nbo_charge": [-0.406, -0.556, 0.661, -0.746, 0.438, -0.563, -0.423, 0.237, 0.242, 0.186, 0.424, 0.400, 0.415, 0.208, 0.247, 0.236],
  "multiplicity": 1,
  "max_force_ev_per_a": 4.1,
  "smiles": "CN/C(NI)=[NH+]/C",
  "total_charge": 1,
  "gap_ev": 8.9,
  "e_above_lowest_kj_mol": 31.4
}